[1]
Molecular formula: C46H42Cl16F6O2
Method: DFT, ωB97M-V with the def2-TZVPD basis set

```
112
Properties=species:S:1:pos:R:3:forces:R:3
Cl -0.37312 19.35940 35.68866 0.0 -0.1 0.1
C -1.53017 18.09216 35.32333 -0.6 0.0 -0.2
Cl -3.18089 18.78564 35.24850 0.3 -0.1 0.0
Cl -1.16173 17.38257 33.74381 0.1 -0.1 0.1
Cl -1.53050 16.83452 36.56787 0.2 0.2 -0.1
Cl -0.84369 12.55847 29.00535 -0.1 0.1 0.3
C -1.10348 13.77136 30.28646 0.1 -0.1 -0.1
Cl -0.11157 15.18707 29.88927 -0.2 0.2 0.0
Cl -2.80462 14.16759 30.44144 1.8 -2.9 -2.1
Cl -0.59321 13.18199 31.86624 0.4 -0.4 0.1
Cl -9.89900 18.49260 35.30984 0.3 -0.2 0.0
C -8.58436 17.58715 34.55045 0.0 0.1 -0.5
Cl -8.82397 17.62404 32.76966 0.3 0.5 1.5
Cl -7.01866 18.30208 34.93376 -0.2 -0.1 0.2
Cl -8.62911 15.87263 35.04728 0.1 0.6 0.3
Cl -1.64581 11.28574 34.92036 -0.5 -0.1 0.0
C -3.12316 12.26406 34.80541 0.6 0.8 -0.2
Cl -3.99187 11.97805 33.30187 0.2 -0.3 0.0
Cl -4.19719 12.01596 36.16791 0.1 -0.2 0.0
Cl -2.55546 13.99250 34.80911 -0.1 -0.5 0.2
F -2.02237 18.03295 26.25354 -0.3 0.1 0.0
C -2.92690 17.21900 26.84763 0.4 -0.4 -0.1
C -2.92680 15.88555 26.49780 -0.1 -0.1 0.3
C -3.80838 15.04592 27.18039 0.1 0.0 -1.1
C -4.71876 15.56115 28.06638 -0.9 0.2 1.0
C -4.72170 16.91136 28.41705 0.6 -0.7 -1.1
C -3.79028 17.72959 27.78683 -0.8 1.0 0.2
H -2.28976 15.54338 25.69414 0.1 -0.1 0.2
H -3.85642 13.99634 26.91648 0.1 0.0 0.1
H -5.44824 14.91954 28.54965 0.2 -0.1 -0.3
H -5.41275 17.30158 29.14784 0.0 0.2 -0.1
H -3.85323 18.80184 27.93404 0.4 0.0 0.2
F -3.21666 14.95319 40.25305 0.1 -0.3 0.0
C -4.36190 14.66870 39.59849 -0.4 0.5 0.4
C -5.48507 14.32890 40.35385 0.1 0.1 -0.2
C -6.68149 14.16614 39.67585 0.4 -0.3 -0.7
C -6.71359 14.33379 38.29238 -0.8 0.3 -0.2
C -5.60705 14.71692 37.55616 0.6 -0.4 0.7
C -4.39571 14.86409 38.23527 -0.2 0.0 -0.3
H -5.42069 14.23441 41.42844 0.1 0.0 0.0
H -7.60808 13.85325 40.13567 0.1 0.1 0.4
H -7.68816 14.22604 37.83076 0.1 -0.1 -0.3
H -5.60100 14.84158 36.48267 -0.3 0.1 -0.1
H -3.49724 15.13285 37.69810 0.1 0.0 0.1
F -11.90115 17.77101 28.06148 0.1 0.2 -0.1
C -10.72767 17.44737 28.64648 -0.5 -0.3 0.6
C -9.55500 17.61704 27.94789 0.3 0.1 -0.2
C -8.36701 17.20661 28.54552 -0.4 0.1 0.8
C -8.41421 16.64411 29.81660 0.2 0.3 0.0
C -9.61879 16.48055 30.51466 0.7 -0.4 -1.0
C -10.79667 16.91932 29.93591 0.3 -0.2 -0.2
H -9.57114 18.09324 26.97637 -0.1 -0.1 0.0
H -7.39107 17.39172 28.12002 -0.1 -0.1 -0.4
H -7.46236 16.45193 30.29856 -0.1 -0.4 0.1
H -9.54718 16.00375 31.48207 -0.6 -0.2 -0.5
H -11.73322 16.83971 30.46886 -0.1 0.0 -0.2
F -10.27471 13.28292 31.24205 -0.2 0.1 0.0
C -9.37479 12.61731 31.98890 0.9 -0.4 -0.4
C -9.02875 11.32736 31.60038 -0.6 0.0 0.3
C -8.04895 10.65974 32.31767 0.0 0.7 0.2
C -7.42279 11.33084 33.36515 0.3 -0.8 0.5
C -7.77900 12.60805 33.75976 0.3 -0.5 -0.4
C -8.71257 13.28398 33.00341 -0.6 0.6 -0.2
H -9.55108 10.86349 30.77438 0.0 0.0 0.0
H -7.75315 9.65150 32.06721 0.0 0.0 -0.1
H -6.62411 10.83311 33.90286 -0.1 -0.1 0.1
H -7.28400 13.04378 34.61793 0.0 0.2 -0.1
H -8.89813 14.34263 33.14785 -0.3 -0.3 0.1
F -6.68106 9.44814 27.39915 -0.6 0.2 -0.4
C -6.41449 10.41938 28.28632 1.4 0.1 1.2
C -7.24067 11.49706 28.53758 -1.1 -0.3 -0.1
C -6.92784 12.39769 29.55363 1.7 0.0 -1.1
C -5.67359 12.28096 30.16111 -1.1 -0.5 1.6
C -4.90453 11.14455 30.01915 -0.1 -0.4 -1.0
C -5.24888 10.22481 29.02903 -0.5 -0.2 0.3
H -8.19394 11.55607 28.02454 0.1 0.1 -0.1
H -7.52848 13.27784 29.73357 -0.2 -0.1 0.1
H -5.43615 13.00581 30.93334 -0.2 -1.0 -0.4
H -4.05204 10.96972 30.66198 0.1 0.0 -0.2
H -4.75732 9.26799 28.91153 0.3 0.1 -0.1
F -3.39334 21.44138 33.09419 0.1 0.1 0.0
C -4.69098 21.21184 32.83342 -0.5 -0.8 0.5
C -5.06044 20.02556 32.23344 0.3 0.2 0.5
C -6.40258 19.80782 31.94206 -0.7 0.1 0.9
C -7.36791 20.75962 32.24270 0.2 0.2 0.4
C -6.97025 21.95096 32.84572 0.2 -0.1 0.0
C -5.64021 22.15997 33.16158 0.0 0.6 0.6
H -4.30825 19.36762 31.82055 0.0 0.0 0.5
H -6.66541 18.95386 31.33088 -0.2 -0.2 0.7
H -8.42366 20.62340 32.05241 0.0 -0.2 -0.3
H -7.67182 22.75334 33.03051 -0.1 -0.1 0.2
H -5.35425 23.06301 33.68682 0.2 0.0 -0.2
C -3.66146 16.38595 31.42109 -0.5 1.2 0.3
C -4.74305 15.33359 31.64219 0.5 0.7 0.6
C -5.28391 15.13579 33.02845 -0.1 1.3 -0.2
O -5.10379 14.66245 30.69912 -0.9 1.8 0.5
H -3.67922 17.21497 32.12393 -0.2 -0.1 0.3
H -3.81057 16.79018 30.41861 0.1 0.0 0.2
H -2.67400 15.92538 31.37479 -0.4 1.0 0.8
H -5.31930 16.15293 33.43426 -0.2 -0.1 0.3
H -4.57878 14.59119 33.65663 -0.2 0.0 -0.3
H -6.28547 14.71871 33.02494 0.1 -0.3 0.0
C -6.86177 20.41940 28.23935 -0.3 0.6 -0.2
C -5.96124 20.57897 29.44408 1.2 0.3 -2.1
C -5.66049 21.98836 29.87212 -1.0 0.0 0.0
O -5.35583 19.64165 29.91469 0.1 -0.1 -2.1
H -6.83936 21.32359 27.62470 0.0 0.2 0.2
H -7.89812 20.32685 28.57171 -0.1 -0.3 0.0
H -6.57545 19.62237 27.55636 0.0 -0.4 0.5
H -4.98816 22.48664 29.17232 0.5 -0.4 0.1
H -5.30803 21.92177 30.89794 0.2 0.7 -0.6
H -6.55908 22.60663 29.78014 -0.1 -0.1 0.3
```
Forces are in eV/Å.

As for the SMILES: ClC(Cl)(Cl)Cl.ClC(Cl)(Cl)Cl.ClC(Cl)(Cl)Cl.ClC(Cl)(Cl)Cl.Fc1ccccc1.Fc1ccccc1.Fc1ccccc1.Fc1ccccc1.Fc1ccccc1.Fc1ccccc1.CC(C)=O.CC(C)=O.



[2]
Molecular formula: C46H42ClInN7O4P2
Method: DFT, ωB97M-V with the def2-TZVPD basis set

```
103
Properties=species:S:1:pos:R:3:forces:R:3
In -0.07517 0.84372 0.09424 0.2 -0.2 0.0
C 0.97013 3.21343 2.01728 0.0 0.0 0.0
P -0.76643 2.98945 1.42217 0.0 0.0 0.0
C -1.32644 4.56351 0.72583 0.0 0.0 0.1
C -1.63437 5.60176 1.60892 0.0 0.0 0.0
C -2.03620 6.83205 1.11800 0.0 0.0 0.0
C -2.14120 7.03028 -0.25316 0.0 0.0 0.0
C -1.84381 5.99990 -1.13093 0.0 0.0 0.0
C -1.43515 4.76361 -0.64816 0.0 0.0 0.0
C -1.80336 2.71716 2.87781 0.0 0.0 0.0
C -1.39462 3.04352 4.16813 0.0 0.0 0.0
C -2.27001 2.88410 5.23327 0.0 0.0 0.0
C -3.55165 2.39871 5.01605 0.0 0.0 0.0
C -3.96167 2.06491 3.73261 0.0 0.0 0.0
C -3.08864 2.21976 2.66803 0.0 0.0 0.0
C 1.45453 1.88503 2.51645 0.0 0.0 0.0
C 1.90545 1.47183 3.75001 0.0 0.0 0.0
C 1.97673 0.05126 3.70527 0.1 0.0 0.0
C 1.56486 -0.33093 2.44998 0.1 0.0 -0.1
C 1.16140 -1.65852 1.88862 -0.2 0.0 0.0
P -0.63906 -1.47599 1.49730 0.1 0.0 0.0
C -1.18789 -2.94656 0.59970 0.0 0.0 0.0
C -0.39410 -4.08339 0.48345 0.0 0.0 0.0
C -0.82882 -5.15976 -0.27787 0.0 0.0 0.0
C -2.05775 -5.10809 -0.92116 0.0 0.0 0.0
C -2.85900 -3.97915 -0.80019 0.0 0.0 0.0
C -2.42176 -2.90002 -0.04736 0.0 0.0 0.0
C -1.45617 -1.55099 3.11428 0.0 0.0 0.0
C -1.29183 -0.48504 3.99927 0.0 0.0 0.0
C -1.83078 -0.55343 5.27462 0.0 0.0 0.0
C -2.55577 -1.66888 5.66735 0.0 0.0 0.0
C -2.73700 -2.72528 4.78464 0.0 0.0 0.0
C -2.18385 -2.67363 3.51366 0.0 0.1 0.0
N 1.28919 0.78834 1.70621 -0.1 0.1 0.2
H 1.02370 3.98530 2.78368 0.0 0.0 0.0
H 1.52746 3.57607 1.14885 0.0 0.0 0.0
H -1.57156 5.44682 2.67947 0.0 0.0 0.0
H -2.27223 7.63501 1.80395 0.0 0.0 0.0
H -2.45771 7.99218 -0.63555 0.0 0.0 0.0
H -1.92350 6.15504 -2.19890 0.0 0.0 0.0
H -1.18270 3.96792 -1.33351 0.0 0.0 0.0
H -0.39581 3.41769 4.35102 0.0 0.0 0.0
H -1.94971 3.14473 6.23394 0.0 0.0 0.0
H -4.23177 2.27537 5.84910 0.0 0.0 0.0
H -4.95935 1.68147 3.56307 0.0 0.0 0.0
H -3.41399 1.96619 1.66458 0.0 0.0 0.0
H 2.14570 2.10739 4.58916 0.0 0.0 0.0
H 2.26139 -0.60983 4.51014 0.0 0.0 0.0
H 1.33318 -2.46443 2.60069 0.0 0.0 0.0
H 1.67688 -1.89321 0.95263 -0.1 0.0 0.0
H 0.56991 -4.13108 0.97580 0.0 0.0 0.0
H -0.20731 -6.04179 -0.36670 0.0 0.0 0.0
H -2.39460 -5.94998 -1.51202 0.0 0.0 0.0
H -3.82415 -3.94158 -1.28992 0.0 0.0 0.0
H -3.04634 -2.01704 0.04295 0.0 0.0 0.0
H -0.72485 0.38977 3.70683 0.0 0.0 0.0
H -1.68274 0.27052 5.96070 0.0 -0.1 0.0
H -2.97776 -1.71799 6.66319 0.0 0.0 0.0
H -3.30151 -3.59722 5.08877 0.0 0.0 0.0
H -2.32005 -3.50740 2.83782 0.0 0.0 0.0
O 3.96870 1.13333 -5.67196 0.1 0.0 0.1
C 3.28596 1.74240 -4.67983 -0.3 -0.1 -0.1
O 2.87582 2.85335 -4.81474 0.1 0.1 0.1
C 3.01630 0.93956 -3.45423 0.1 0.1 0.0
C 3.73313 -0.09258 -2.88636 0.0 -0.1 -0.1
Cl 5.14484 -0.88380 -3.41720 0.0 0.0 0.0
N 3.13366 -0.44575 -1.73102 0.2 0.0 0.2
N 2.06859 0.33707 -1.49481 0.1 0.0 0.1
C 1.97807 1.16067 -2.52442 0.0 0.1 0.0
C 0.71672 1.97658 -2.60045 0.0 0.0 0.3
O 0.17825 2.19149 -3.66112 0.0 0.1 -0.1
O 0.21947 2.28061 -1.42698 0.0 -0.1 -0.2
C 3.51537 -1.48449 -0.81889 0.0 0.1 0.0
C 3.99354 -1.13872 0.43183 0.1 0.0 0.0
C 4.33782 -2.14950 1.31795 0.1 0.0 0.0
C 4.21238 -3.47923 0.94040 0.0 0.0 0.0
C 3.73401 -3.80951 -0.32318 0.0 0.0 0.0
C 3.37539 -2.80729 -1.21071 0.0 0.0 0.0
H 4.24498 0.24242 -5.42511 0.0 0.0 0.0
H 4.06864 -0.09593 0.71324 0.0 0.0 0.0
H 4.70089 -1.89269 2.30467 0.0 0.0 0.0
H 4.49078 -4.26398 1.63230 0.0 0.0 0.0
H 3.63845 -4.84733 -0.61585 0.0 0.0 0.0
H 2.98605 -3.04017 -2.19418 0.0 0.0 0.0
C 0.75747 -2.81511 -5.87609 0.0 0.0 0.0
C -0.18606 -1.61849 -5.96653 0.1 0.0 0.0
C 0.57164 -0.29882 -5.86041 0.0 0.0 0.0
C -1.33201 -1.68783 -4.95513 0.0 0.0 0.0
N -0.91619 -1.40664 -3.57384 -0.1 -0.2 -0.1
C -1.18598 -0.35194 -2.81747 0.2 0.1 0.0
N -0.54973 -0.51466 -1.67625 -0.4 -0.3 -0.1
N 0.09314 -1.70344 -1.74587 -0.1 0.1 -0.2
N -0.12171 -2.24310 -2.87945 0.0 0.2 0.1
H 1.47236 -2.78384 -6.69893 0.0 0.0 0.0
H 0.21594 -3.76128 -5.93600 0.0 0.0 0.0
H 1.31985 -2.80827 -4.94109 0.0 0.0 0.0
H -0.68931 -1.65627 -6.93726 0.0 0.0 0.0
H 1.12055 -0.24048 -4.91613 0.0 0.0 0.0
H -0.08603 0.57154 -5.90641 0.0 0.0 0.0
H 1.29992 -0.21271 -6.66694 0.0 0.0 0.0
H -1.80534 -2.66901 -4.95089 0.0 0.0 0.0
H -2.08626 -0.93777 -5.18947 0.0 0.0 0.0
H -1.76048 0.50903 -3.11922 0.0 0.0 0.0
```
Forces are in eV/Å.

As for the charge: +1. As for the energy above the lowest of the compared OMol25 structures with the same formula, charge and spin: 0.000 eV.



Results for HOMO: -0.3257, -0.3695 (in Eh, following the order of the records).
Results for gap between HOMO and LUMO: 8.78, 7.58 (in eV, following the order of the records).